279
Properties=species:S:1:pos:R:3:forces:R:3:lowdin_charge:R:1 method="wB97M-V/def2-TZVPD" gap_ha=0.3318 largest_force_ev_per_a=2.6 e_homo_ev=-8.35 e_tot_ha=-4759.34697
O 23.238362 20.177810 11.602647 0.15 -0.41 -0.33 -0.251
O 19.675714 14.262507 18.411372 -1.16 0.51 0.29 -0.210
O 19.661561 18.686622 23.669241 -1.01 -0.47 -0.43 -0.210
O 18.297051 23.760706 16.989779 0.08 -0.07 -0.23 -0.148
O 24.954944 25.256755 13.882357 -0.59 -0.62 0.24 -0.180
O 26.709662 13.494467 18.631075 0.38 -1.15 1.00 -0.182
O 22.859979 15.412005 21.931788 -0.22 -0.20 -0.04 -0.153
O 19.134996 25.110492 12.765438 0.05 -0.24 -1.11 -0.184
O 27.891958 17.608486 14.505781 -0.49 0.19 -0.17 -0.184
O 23.768397 12.142045 13.022340 0.69 0.81 0.76 -0.136
O 32.020752 21.492967 18.402752 0.35 -0.06 0.27 -0.186
O 16.676370 20.214369 12.776559 0.34 0.42 -0.43 -0.223
O 26.898899 18.234102 20.109037 -1.27 -0.67 0.38 -0.226
O 24.885777 15.945828 11.236333 -0.88 -0.04 0.69 -0.191
O 19.906405 17.937859 14.007963 -0.48 -1.01 -1.48 -0.201
O 22.309666 22.836351 21.429362 -1.26 1.25 0.72 -0.188
O 14.871434 19.950126 16.918723 -0.37 0.02 0.55 -0.176
O 22.196111 17.126126 17.617051 -0.51 -1.09 0.01 -0.205
O 25.923177 21.324863 15.858179 0.05 0.21 0.20 -0.188
O 20.500332 21.050040 17.444462 -0.62 -0.84 0.76 -0.205
O 20.010737 12.312641 11.891399 -0.19 -0.61 -0.48 -0.133
N 29.056350 19.703102 19.372389 -0.93 0.07 0.33 -0.062
N 27.605351 16.774123 17.597719 0.18 1.19 -1.66 -0.047
N 18.995444 22.226146 11.781261 1.02 0.27 0.93 -0.039
N 18.613871 16.811821 20.866760 -0.78 -1.29 -2.15 -0.055
N 20.574113 18.727650 19.355650 0.17 0.65 -1.02 -0.027
N 21.944414 20.087838 14.065531 0.48 -0.96 0.78 -0.017
C 20.146993 12.191226 10.493191 -0.66 -0.25 -0.07 -0.311
C 19.484997 10.921248 10.066272 1.18 -0.51 -0.84 -0.069
C 27.774502 15.498132 18.129628 -1.13 -1.88 1.18 -0.214
C 20.206334 24.365281 12.181807 0.22 -0.24 0.36 -0.224
C 19.576175 20.038233 24.089341 0.01 -0.76 -1.41 -0.104
C 20.354197 20.159698 19.716793 -0.22 -0.78 0.08 -0.161
C 23.745775 21.133387 22.042728 0.51 0.53 0.70 -0.077
C 18.901690 16.924519 22.242281 1.13 -0.39 1.33 -0.234
C 22.912606 16.574097 12.494550 1.32 -0.12 -0.17 -0.041
C 16.993406 18.931237 17.329661 0.81 -0.01 -1.74 -0.038
C 18.936721 15.484113 20.336645 -0.09 0.74 -0.24 -0.198
C 20.156912 22.877756 12.494500 -0.34 -0.47 -1.90 -0.184
C 21.391697 23.952979 21.686176 0.61 -0.71 0.05 -0.253
C 16.064462 19.527846 16.273328 -0.31 0.80 0.82 -0.273
C 23.674312 21.053177 12.663598 -0.24 -0.92 -0.73 -0.180
C 20.264985 18.504391 15.206828 1.61 1.43 0.43 -0.249
C 20.218824 13.748371 13.802538 -0.73 0.35 -0.13 -0.059
C 23.224840 15.922625 23.191224 1.06 0.60 0.22 -0.302
C 16.698147 23.617752 15.083593 2.34 0.06 -1.09 -0.035
C 33.134460 22.039768 19.079545 -0.75 1.10 0.03 -0.118
C 29.199429 18.421596 20.041813 0.22 1.00 1.34 -0.182
C 24.132387 25.356582 15.019627 -0.08 1.30 0.23 -0.283
C 24.781300 20.330383 17.721270 -0.39 1.09 -0.88 -0.044
C 28.763782 16.908482 15.338679 1.03 0.24 -0.19 -0.229
C 20.950825 21.174359 18.789574 0.75 0.34 -0.67 -0.220
C 26.862689 21.189834 14.776557 -0.03 -0.35 1.63 -0.249
C 17.716207 22.920972 17.936038 -0.45 0.02 1.53 -0.292
C 26.597651 26.016874 12.494693 0.70 0.93 -0.51 -0.085
C 18.680279 18.337792 22.661975 0.97 0.66 0.98 -0.204
C 21.203222 21.941924 16.621477 -0.80 1.36 1.13 -0.120
C 26.434226 14.698079 18.011212 1.79 0.58 -0.31 -0.212
C 20.401273 13.573026 12.295391 0.66 0.63 1.44 -0.300
C 23.054859 17.429529 23.179648 0.60 -1.14 -0.74 -0.057
C 21.424071 24.899126 20.522172 0.08 0.01 -0.23 -0.089
C 18.826536 15.376768 18.824516 -0.19 -1.73 0.12 -0.174
C 25.693237 17.954142 20.785209 -0.64 0.17 0.72 -0.098
C 27.982596 18.276774 20.986255 1.43 0.34 0.24 -0.209
C 28.689353 17.309928 16.779652 -0.83 0.95 0.74 -0.207
C 13.812335 20.476349 16.108079 0.75 -1.11 0.61 -0.265
C 24.757615 13.138944 13.318360 -0.55 -0.14 0.19 -0.257
C 17.591127 23.719089 19.224879 -0.58 1.22 -0.30 -0.063
C 22.576617 16.007719 16.764515 -0.27 0.08 1.33 -0.056
C 18.992900 20.827357 12.183445 -0.59 -0.65 0.92 -0.223
C 26.618794 17.025200 14.362548 0.07 0.83 0.21 -0.104
C 23.642400 23.988724 15.385754 0.02 1.06 -0.82 -0.060
C 18.124120 23.299341 15.675567 -0.07 -0.31 -1.01 -0.271
C 25.871049 12.392267 18.437396 -0.77 -0.09 0.18 -0.103
C 27.207233 15.658250 10.910168 -0.30 -1.43 -1.83 -0.062
C 25.954044 16.386946 10.468276 0.81 1.06 -0.10 -0.320
C 22.879542 22.253179 22.601900 -0.20 -0.31 -0.94 -0.280
C 18.609447 17.330179 14.059479 0.13 1.54 0.87 -0.071
C 23.155319 20.733429 10.276606 -0.24 1.12 1.75 -0.072
C 31.248189 20.650812 19.225825 1.26 -1.19 0.29 -0.253
C 19.088215 26.368018 12.111724 -0.57 -0.14 0.65 -0.114
C 25.944311 20.236214 16.754909 -0.54 0.04 0.26 -0.273
C 27.010941 22.554469 14.158487 -0.37 -1.01 -0.80 -0.064
C 23.097477 10.527545 11.470947 -0.73 -1.37 -0.24 -0.071
C 21.863759 18.155256 19.743560 0.31 0.44 0.24 -0.189
C 24.476290 13.685493 14.692994 -0.29 -0.45 0.09 -0.056
C 23.858810 16.946354 11.365687 1.07 0.06 0.60 -0.249
C 23.412912 20.306937 13.982822 -1.22 2.09 -0.37 -0.178
C 17.714559 20.080280 11.777671 -0.38 1.57 -0.39 -0.194
C 22.128024 16.841338 19.032840 1.22 -0.01 -0.40 -0.181
C 30.057700 20.167242 18.422817 -0.61 0.77 1.38 -0.193
C 15.361976 19.913526 12.297934 1.08 0.25 -0.12 -0.090
C 23.095684 14.034753 21.937677 1.41 -1.72 0.71 -0.312
C 12.610135 20.741193 17.019228 -0.35 -0.67 -0.85 -0.066
C 19.349045 13.868321 17.094295 1.80 0.21 -0.11 -0.136
C 25.441596 26.445662 13.353024 0.63 0.50 -0.02 -0.315
C 22.395777 13.210181 20.881790 1.34 1.66 -0.24 -0.057
C 21.734384 19.034299 15.136247 -1.09 0.65 -0.54 -0.151
C 23.938193 11.710066 11.717745 -0.16 0.92 -0.94 -0.335
H 28.035966 15.454568 19.197193 0.06 0.33 0.15 0.118
H 18.882002 23.837250 15.107557 -0.19 0.18 -0.27 0.094
H 19.201323 13.477093 14.140911 0.35 -0.09 -0.40 0.087
H 24.709254 21.318723 12.450346 0.28 0.01 0.41 0.112
H 19.269724 20.339487 19.702426 0.13 -0.17 0.38 0.110
H 21.934940 15.117027 16.962365 0.34 0.56 -0.09 0.090
H 23.389852 17.007068 10.381434 -0.34 0.47 0.09 0.124
H 24.146000 12.873123 15.350257 0.32 -0.06 -0.06 0.087
H 23.139296 10.199622 10.444831 0.29 0.04 -0.62 0.077
H 23.279497 26.054171 14.816034 0.44 -0.40 0.09 0.128
H 27.255706 17.424876 18.274574 0.03 0.30 0.15 0.076
H 23.217642 17.780446 24.198067 0.49 0.52 -0.31 0.090
H 27.458978 15.862403 11.939462 -0.08 -0.16 0.23 0.049
H 18.294743 14.774682 20.783434 -0.78 -0.98 0.58 0.107
H 33.657531 22.669725 18.366638 -0.02 0.15 -0.04 0.084
H 18.578339 16.582035 14.883578 -0.11 0.27 -0.50 0.085
H 19.227207 16.249766 18.359219 -0.02 0.96 -0.54 0.094
H 17.379566 19.631554 18.053545 -0.15 0.51 0.15 0.056
H 18.241407 26.901044 12.484918 -0.81 0.20 0.24 0.079
H 25.784234 27.115751 14.164995 -0.20 -0.06 -0.24 0.124
H 16.652554 23.193750 14.043718 -0.17 0.09 1.01 0.075
H 23.697872 20.991764 14.816741 0.18 -0.79 -0.47 0.108
H 24.961211 11.475609 11.511359 1.09 -0.32 0.06 0.108
H 18.573871 20.258640 24.450006 -0.12 0.22 0.22 0.082
H 28.053508 15.937932 10.271348 -0.10 0.11 0.16 0.077
H 23.713841 17.754292 22.348483 -0.34 0.68 0.97 0.053
H 19.887916 20.376822 11.728160 -0.33 -0.23 0.26 0.118
H 21.350917 13.306260 20.996741 -1.25 0.05 -0.22 0.055
H 21.176478 12.216699 10.135664 0.37 0.07 0.34 0.110
H 20.115634 17.794541 16.005506 0.39 -0.50 0.63 0.097
H 18.828891 18.921675 21.790258 0.50 1.05 -0.97 0.084
H 31.882732 19.775957 19.606363 -0.58 0.82 -0.59 0.137
H 22.024457 21.112978 18.755377 0.94 -0.45 0.15 0.104
H 20.349485 23.624451 21.904338 0.70 -0.19 -0.04 0.121
H 32.810200 22.666002 19.946139 0.16 -0.35 -0.49 0.098
H 24.807012 21.305217 18.213042 -0.18 0.02 0.06 0.089
H 33.837274 21.314174 19.433871 0.33 -0.85 0.27 0.072
H 22.309841 21.458034 10.331458 0.60 -0.12 -0.58 0.081
H 26.146711 17.446575 10.687625 -0.22 0.18 -0.14 0.110
H 25.616453 16.980317 21.318064 0.64 0.27 -0.45 0.104
H 19.164487 17.431544 20.277487 0.08 0.67 0.48 0.068
H 12.891264 21.419869 17.805382 0.08 0.36 0.27 0.065
H 16.535444 20.353946 15.740310 0.22 0.43 0.09 0.102
H 24.809619 12.649419 18.520551 -0.06 0.17 -0.11 0.078
H 24.219829 13.808518 21.898472 -1.13 0.50 -0.07 0.139
H 21.127110 24.483831 19.565765 0.13 -0.44 -0.13 0.053
H 24.726926 26.986527 12.709077 -0.26 -0.14 0.43 0.121
H 27.891977 19.155542 21.664892 0.14 -0.28 -0.41 0.134
H 19.946877 15.200933 20.600304 0.64 -0.18 0.17 0.087
H 23.637885 14.362922 14.671578 -0.15 0.57 -0.02 0.046
H 30.926043 21.147806 20.138840 -0.28 0.40 0.02 0.118
H 23.076972 21.955323 12.633412 -0.18 0.43 0.13 0.092
H 28.069470 19.773101 19.121006 0.68 0.35 -0.50 0.087
H 20.146223 22.672101 13.578659 0.13 0.07 -0.32 0.091
H 25.366253 14.142473 15.116354 -0.09 0.23 0.02 0.050
H 23.410642 9.641230 12.049470 -0.17 0.53 0.10 0.095
H 16.966562 24.638435 19.069432 0.58 -0.71 0.06 0.093
H 26.967693 26.874581 11.885475 0.14 -0.45 0.70 0.085
H 25.610252 15.231885 18.471977 -0.31 0.26 0.27 0.110
H 24.793681 13.899302 12.535382 -0.40 0.26 0.03 0.096
H 16.692248 24.709727 14.939247 -0.46 -0.35 0.35 0.077
H 23.734817 12.556884 11.022656 -0.29 -0.35 0.11 0.127
H 28.697122 15.826193 15.250906 -0.14 -0.34 -0.39 0.124
H 24.050057 20.540552 22.917089 0.37 -0.12 -0.49 0.074
H 12.244678 19.811012 17.488412 0.33 0.29 -0.23 0.080
H 26.109517 17.659591 13.644786 -0.42 0.06 -0.03 0.079
H 23.512774 16.547695 13.434535 -0.50 -0.03 -0.51 0.076
H 28.524154 18.383764 16.737477 0.11 0.29 0.14 0.102
H 20.922138 13.228205 14.434626 0.37 -0.35 -0.10 0.065
H 20.714423 21.946817 15.636834 0.77 -0.03 0.29 0.080
H 26.088815 16.993035 15.323821 -0.07 -0.18 -0.25 0.083
H 28.039679 17.389194 21.648758 -0.02 0.08 -0.55 0.130
H 27.745308 22.534952 13.346436 -0.23 0.06 0.01 0.088
H 27.382867 25.555986 13.126264 -0.31 0.26 -0.64 0.083
H 21.143874 22.926573 17.137696 -0.35 0.06 -0.76 0.094
H 27.776108 20.811847 15.256040 0.23 0.03 -0.49 0.115
H 14.667301 20.111830 13.108898 -0.03 0.13 -0.05 0.068
H 19.631787 13.011170 10.029074 -0.24 0.79 -0.37 0.110
H 22.046873 10.734096 11.630948 -0.19 0.02 0.49 0.052
H 20.224886 24.544594 11.078873 0.11 -0.27 0.74 0.131
H 27.290622 23.297536 14.873144 0.24 0.38 0.59 0.075
H 17.663619 18.581567 22.950498 -0.30 -0.22 0.61 0.125
H 20.618856 18.745221 18.333661 -0.40 -0.25 0.07 0.092
H 22.154525 17.345722 12.569256 -0.41 -0.21 0.11 0.066
H 21.879566 17.997046 20.811673 -0.22 -0.32 0.41 0.090
H 21.710652 19.725750 13.140040 -0.35 -0.28 0.39 0.076
H 23.120217 16.436524 19.275607 0.05 0.28 0.47 0.107
H 19.021057 26.332317 11.031653 -0.06 -0.44 -0.36 0.086
H 17.873464 19.042405 11.623073 0.41 -1.10 -0.20 0.095
H 17.784236 15.136257 18.481849 0.76 0.58 0.30 0.137
H 17.885589 18.574290 16.753748 -0.62 -0.06 0.68 0.062
H 14.206273 21.362188 15.649142 -0.12 0.86 -0.45 0.094
H 11.755181 21.153584 16.446858 0.54 -0.05 0.25 0.080
H 24.362820 17.894724 11.669488 -0.46 -0.34 -0.68 0.103
H 21.773917 24.537923 22.534127 -0.18 -0.37 0.20 0.113
H 30.140383 18.399850 20.624118 -0.39 -0.12 -0.25 0.126
H 25.792556 19.311689 16.221447 0.38 -0.63 -0.50 0.103
H 19.991150 16.683492 22.430531 -0.79 0.04 0.23 0.125
H 22.697493 18.854889 19.588563 0.08 0.00 -0.43 0.098
H 26.884462 20.171947 17.334619 -0.03 0.15 -0.38 0.108
H 21.914894 19.523841 16.119862 0.19 -0.56 -0.66 0.094
H 19.725215 10.725292 9.001226 -0.36 0.09 0.49 0.092
H 24.484655 23.406695 15.684969 0.35 -0.89 0.02 0.062
H 26.740621 16.062148 13.911183 -0.27 -0.94 -0.06 0.061
H 18.343040 13.517301 16.942888 -0.58 -0.28 0.25 0.084
H 26.252983 14.638602 16.945912 -0.35 -0.40 -0.44 0.090
H 19.044032 20.731691 13.298998 0.35 -0.12 -0.58 0.115
H 17.433811 20.546501 10.802282 -0.37 -0.37 0.51 0.129
H 26.033023 11.593304 19.170521 0.40 0.51 0.18 0.089
H 29.732432 17.261061 14.953613 0.13 -0.53 0.36 0.133
H 18.440237 22.228163 15.572949 -0.65 0.43 0.27 0.110
H 23.215942 20.499352 21.322986 -0.03 0.19 0.24 0.057
H 19.532181 14.694456 16.399888 -0.14 0.17 -0.10 0.059
H 15.914466 23.243154 15.711766 -0.52 -0.05 0.16 0.039
H 22.697281 12.201969 21.054955 0.16 -0.83 -0.15 0.073
H 22.025844 17.625011 22.928038 -0.40 0.30 -0.10 0.041
H 19.936444 10.125396 10.640632 -0.05 -0.49 0.16 0.069
H 16.709908 22.580600 17.619640 0.45 -0.04 0.08 0.119
H 22.778677 13.595035 22.896448 0.01 0.31 0.14 0.116
H 15.153263 20.512953 11.408661 -0.26 0.16 0.09 0.086
H 22.548219 15.572970 12.281948 -0.51 0.02 0.28 0.060
H 13.625424 19.741810 15.308182 -0.38 0.15 0.10 0.111
H 26.017400 22.794803 13.791027 0.07 0.48 -0.34 0.054
H 25.747920 12.717038 13.297991 0.58 -0.71 0.03 0.112
H 24.877980 17.988662 20.089194 -0.31 -0.11 -0.67 0.058
H 23.067125 23.605158 14.547040 0.12 -0.50 -0.03 0.078
H 20.777203 20.323304 20.717727 -0.35 0.13 -0.10 0.113
H 21.096435 22.415747 12.018151 -1.25 0.63 0.97 0.112
H 20.300212 14.811473 14.016757 0.21 0.23 0.09 0.053
H 24.271498 15.587121 23.452148 -0.66 0.48 -0.34 0.133
H 17.107229 23.147837 19.992181 -0.31 -0.50 0.44 0.063
H 26.219182 25.334230 11.746981 0.04 -0.58 -0.01 0.070
H 22.261225 21.756019 16.696936 0.66 -0.54 -0.83 0.060
H 24.600985 21.628861 21.541893 -0.24 -0.66 0.23 0.089
H 23.915267 19.359021 14.000813 0.79 -0.52 0.14 0.096
H 18.382860 16.882600 13.089093 0.08 0.08 0.21 0.088
H 22.120484 21.834983 23.281963 -0.07 0.26 -0.16 0.106
H 23.644969 15.708188 16.911679 -0.66 0.36 -0.04 0.084
H 22.748758 13.576267 19.913519 -0.41 -0.37 -0.21 0.071
H 21.449109 13.716265 12.017067 0.23 0.13 0.11 0.099
H 22.985529 24.142979 16.198027 -0.82 -0.20 1.10 0.058
H 22.435554 18.218389 14.933994 -0.04 -0.06 0.38 0.080
H 23.803785 20.197675 17.206463 0.66 0.07 0.32 0.065
H 21.454594 16.051359 19.403602 -0.37 0.25 -0.91 0.103
H 29.655908 17.167640 17.247092 0.56 -0.25 0.16 0.107
H 30.365715 19.437169 17.702912 0.17 -0.50 -0.66 0.094
H 28.580873 14.930027 17.663680 -0.17 -0.01 -0.43 0.129
H 26.047482 11.933993 17.483138 0.00 -0.16 -0.84 0.075
H 19.788280 20.664856 23.185340 0.04 0.08 0.92 0.085
H 15.823122 18.839432 15.486254 -0.17 -0.92 -0.40 0.099
H 24.103695 21.247658 10.000196 -0.58 -0.33 0.01 0.096
H 19.671879 19.373261 15.495803 -0.51 0.27 -0.29 0.104
H 25.444198 18.724792 21.529215 0.39 0.06 -0.01 0.078
H 24.892902 19.579762 18.462265 0.00 -0.80 0.75 0.040
H 24.706192 25.798226 15.877183 -0.27 -0.19 -0.57 0.132
H 23.495320 22.988251 23.157011 -0.28 -0.22 -0.19 0.124
H 18.146085 22.641046 12.135873 -0.23 0.32 0.10 0.090
H 19.846229 14.376827 11.813382 -0.38 0.01 -0.40 0.115
H 27.019560 14.573187 10.678851 0.42 0.74 0.76 0.092
H 22.895702 19.945159 9.584194 0.14 -0.24 -0.04 0.078
H 20.828326 22.196657 19.156412 -0.65 0.13 0.12 0.108
H 20.092308 13.100844 16.836446 -0.47 -0.04 -0.03 0.093
H 22.408710 16.364736 15.756028 0.10 -0.13 -0.19 0.053
H 18.431274 10.929648 10.231210 -0.74 0.03 0.06 0.068
H 22.434209 25.305848 20.449471 -0.17 0.17 -0.20 0.084
H 20.313553 20.088444 24.876815 0.15 0.66 0.13 0.084
H 29.668017 21.066318 17.929851 -0.06 -0.34 -0.15 0.131
H 18.278842 16.280663 22.893740 0.32 -0.17 -0.62 0.134
H 25.730774 16.337867 9.376318 0.26 -0.28 0.51 0.130
H 20.694483 25.676016 20.703391 0.00 0.53 0.17 0.076
H 29.170788 17.624336 19.332502 0.21 -0.99 -0.32 0.074
H 15.287922 18.873391 12.005577 -0.05 -0.48 -0.03 0.081
H 16.516297 18.125873 17.851566 -0.19 -0.55 0.21 0.070
H 22.612482 15.551325 23.985241 -0.74 -0.78 0.45 0.107
H 19.921235 26.979849 12.368172 1.13 0.40 0.21 0.075
H 26.465318 20.406492 14.121599 0.26 0.16 -0.36 0.110
H 21.116708 24.722733 12.666902 0.43 0.28 -0.38 0.114
H 18.347801 22.055492 18.200129 -0.13 -0.04 -0.72 0.097
H 18.559586 24.034016 19.624703 0.02 -0.03 -0.25 0.055
H 17.916304 18.192362 14.299986 0.09 -1.18 -0.34 0.088